[1]
# C8H20AgN4O3

A structure of composition C8H20AgN4O3 (wB97M-V/def2-TZVPD, the OMol25 dataset).

Gap between HOMO and LUMO (eV): 10.00
Charge: +1
LUMO level (eV): -2.44
HOMO (eV): -12.448

Positions of all 36 atoms, in Å:
Ag (0.033, 0.579, -0.898)
C (-3.844, 0.789, 3.267)
N (-3.579, 0.587, 1.850)
C (-4.735, 0.294, 1.013)
C (-2.347, 0.548, 1.329)
O (-2.133, 0.354, 0.132)
C (-1.191, 0.772, 2.300)
O (0.002, 0.491, 1.616)
C (1.167, 0.770, 2.345)
C (2.348, 0.657, 1.383)
O (2.161, 0.576, 0.166)
N (3.570, 0.669, 1.924)
C (4.746, 0.480, 1.084)
C (3.818, 0.755, 3.356)
H (-4.832, 1.233, 3.372)
H (-3.129, 1.476, 3.713)
H (-3.833, -0.154, 3.819)
H (-5.419, 1.143, 1.009)
H (-5.259, -0.580, 1.403)
H (-4.403, 0.092, 0.001)
H (-1.295, 0.129, 3.180)
H (-1.206, 1.818, 2.636)
H (1.274, 0.072, 3.182)
H (1.140, 1.792, 2.747)
H (4.441, 0.403, 0.047)
H (5.266, -0.433, 1.379)
H (5.425, 1.325, 1.203)
H (3.043, 1.323, 3.862)
H (4.760, 1.278, 3.511)
H (3.898, -0.235, 3.811)
N (0.357, 3.577, -0.834)
N (-0.347, 2.709, -1.733)
H (0.403, 4.521, -1.202)
H (1.302, 3.227, -0.737)
H (-0.145, 2.908, -2.708)
H (-1.338, 2.853, -1.583)


[2]
# C8H20BBr8Na3

A structure of composition C8H20BBr8Na3 (wB97M-V/def2-TZVPD, the OMol25 dataset).

Gap between HOMO and LUMO (eV): 7.33
Charge: +2
LUMO level (eV): -7.29
HOMO (eV): -14.619

Positions of all 40 atoms, in Å:
Na (0.253, -1.407, 2.434)
Na (-1.005, 1.678, 3.428)
Na (1.864, 3.018, 1.776)
B (0.259, 1.048, 1.147)
H (-0.283, 2.037, 1.557)
H (1.075, 0.687, 1.967)
H (-0.486, 0.120, 1.054)
H (0.804, 1.325, 0.121)
Br (1.553, -2.557, -2.138)
C (0.002, -1.369, -2.065)
C (-1.222, -2.230, -2.066)
Br (-2.755, -1.158, -1.525)
H (0.035, -0.725, -2.936)
H (0.125, -0.832, -1.132)
H (-1.181, -3.079, -1.393)
H (-1.449, -2.583, -3.068)
Br (1.522, 3.742, -1.067)
C (-0.407, 3.608, -1.525)
C (-0.581, 3.648, -3.009)
Br (-2.472, 3.614, -3.333)
H (-0.907, 4.419, -1.007)
H (-0.687, 2.662, -1.070)
H (-0.115, 2.799, -3.504)
H (-0.103, 4.521, -3.451)
Br (-1.658, -3.504, 1.908)
C (-3.026, -3.119, 3.259)
C (-3.989, -2.052, 2.770)
Br (-3.057, -0.435, 2.237)
H (-2.476, -2.741, 4.116)
H (-3.507, -4.064, 3.483)
H (-4.725, -1.789, 3.524)
H (-4.489, -2.394, 1.867)
Br (3.576, -1.617, 1.588)
C (3.631, -0.207, 0.221)
C (4.655, -0.539, -0.832)
Br (4.633, 0.940, -2.093)
H (3.907, 0.689, 0.769)
H (2.640, -0.133, -0.213)
H (4.381, -1.444, -1.360)
H (5.665, -0.579, -0.440)